The following is a quantum chemistry calculation of C5H10Cl3N in the gas phase at a distorted geometry, from the OMol25 dataset.

Bonds (Å) are listed after each position.
Atoms and positions in Å:
1 C -2.8475 -0.3992 -0.0353  C2 1.550, H10 1.190, H11 1.026, H12 1.073
2 C -1.4108 -0.8990 -0.3335  C1 1.550, C3 1.512, H13 1.020, H14 0.993
3 C -0.3109 -0.1838 0.4187  C2 1.512, C4 1.504, H15 1.133, H16 1.078
4 C 1.0597 -0.5303 -0.0950  C3 1.504, Cl5 1.846, C6 1.677, H17 1.101
5 Cl 1.6151 -2.1494 0.5965  C4 1.846
6 C 2.3110 0.5839 -0.0254  C4 1.677, N7 1.473, Cl8 1.788, Cl9 1.792
7 N 1.7183 1.8423 -0.5109  C6 1.473, H18 1.079, H19 1.016
8 Cl 3.6165 0.0769 -1.1367  C6 1.788
9 Cl 2.8737 0.6644 1.6740  C6 1.792
10 H -3.0662 -0.5737 1.1216  C1 1.190
11 H -2.8799 0.6017 -0.2572  C1 1.026
12 H -3.5475 -0.9238 -0.6561  C1 1.073
13 H -1.3744 -0.8496 -1.3513  C2 1.020
14 H -1.4006 -1.8045 0.0733  C2 0.993
15 H -0.3150 0.9384 0.2651  C3 1.133
16 H -0.2888 -0.2448 1.4947  C3 1.078
17 H 0.8842 -0.7921 -1.1502  C4 1.101
18 H 2.4147 2.6124 -0.2174  N7 1.079
19 H 0.9485 2.0301 0.1253  N7 1.016

Computed properties:
SMILES: CCC[C@H](Cl)C(N)(Cl)Cl
HOMO: -10.60 eV
Energy above the lowest of the compared OMol25 structures with the same formula, charge and spin: 0.0 kcal/mol
Gap between HOMO and LUMO: 11.32 eV
E_LUMO: 0.02668 Eh